(1)
This record from OMol25 describes one molecule with the formula C4H12N2O at a distorted geometry. The level of theory is the ωB97M-V functional and the def2-TZVPD basis.

Properties
gap between HOMO and LUMO: 8.37 eV
charge: 0
HOMO level: -7.7 eV
relative energy (zero: lowest compared OMol25 entry of this formula, charge and spin): 88.2 kcal/mol
E_tot: -344.2445 Ha
SMILES: CN[C@@H](O)CCN

```
19
Properties=species:S:1:pos:R:3:lowdin_charge:R:1
H -2.326 -0.995 -0.895 0.07
C -0.006 -0.633 -0.336 -0.36
N 2.582 0.713 0.656 -0.03
N -1.787 -0.408 -0.264 -0.11
H 2.372 0.037 -1.308 0.09
H 2.154 1.334 1.332 0.07
H 2.125 1.748 -1.090 0.08
O 0.275 -1.492 -1.369 0.01
C -2.414 -0.242 1.026 -0.21
H -3.383 0.274 0.956 0.07
H -1.792 0.384 1.682 0.06
H 0.271 -0.994 0.652 0.14
H -2.584 -1.191 1.555 0.06
C 1.946 0.776 -0.628 -0.23
C 0.111 0.776 -0.600 -0.10
H -0.191 1.105 -1.590 0.11
H 0.171 -2.397 -1.046 0.11
H -0.100 1.435 0.236 0.10
H 2.573 -0.232 1.028 0.06
```


(2)
This record from OMol25 describes a 40-piece molecular cluster, H80O40 overall at a distorted geometry. The level of theory is the ωB97M-V functional and the def2-TZVPD basis.

Properties
gap between HOMO and LUMO: 9.58 eV
charge: 0
HOMO level: -10.2 eV
relative energy (zero: lowest compared OMol25 entry of this formula, charge and spin): 166.9 kcal/mol
E_tot: -3057.4914 Ha

```
120
Properties=species:S:1:pos:R:3:lowdin_charge:R:1
H 2.393 -0.326 0.426 0.06
H -0.886 0.641 -3.799 0.03
H 2.046 -2.397 -2.427 0.04
H -4.359 -1.972 -4.156 0.06
O -5.690 -1.096 1.627 -0.04
H -2.819 -4.429 -0.962 0.00
H 0.790 4.333 1.378 0.00
H 1.350 0.485 0.737 0.03
H 0.328 -4.436 -2.936 -0.02
H 4.784 0.093 2.517 0.01
H 0.633 -2.807 3.738 0.03
H 4.034 1.975 -4.079 0.00
H -1.427 4.498 3.147 0.08
H 1.216 0.107 3.287 0.03
O 3.673 -1.893 3.707 -0.06
O -0.066 3.194 5.331 -0.05
H -2.382 4.739 -2.770 0.02
H 1.420 2.857 1.440 0.02
O 4.875 0.890 1.990 -0.06
H 0.955 5.070 -0.831 0.06
O -1.742 0.205 -3.707 -0.04
H -1.469 -1.343 -5.685 0.06
H -1.862 0.316 -0.081 0.05
O 2.347 2.197 4.874 -0.03
O -3.052 0.806 3.503 -0.03
O -2.714 -2.705 0.723 -0.02
H -5.064 -3.393 -2.017 -0.01
H 4.073 1.420 2.061 0.02
H 0.203 -0.875 -3.877 -0.01
H -3.079 -2.325 1.507 0.04
H -2.544 -3.828 -3.925 0.05
H -2.043 0.403 -2.829 0.00
O -5.134 -3.867 -1.199 -0.05
O 2.466 -2.729 1.166 -0.05
H -0.420 -4.894 -4.157 0.02
H 2.622 1.310 5.138 0.07
H -6.620 -0.997 1.850 0.04
O 0.611 5.735 -0.211 -0.04
H -0.595 2.503 5.736 0.06
H 2.181 -2.755 2.083 0.00
H -5.390 -0.188 1.717 0.02
H -3.689 -1.112 -2.993 0.03
H 3.715 2.131 -5.495 0.04
O 0.700 0.763 -5.472 -0.07
H -1.846 -3.686 -2.553 0.02
H 2.529 -5.343 0.169 0.03
H 3.557 0.391 -1.884 0.07
O 0.677 -1.394 -3.253 -0.03
H 0.807 2.906 4.980 0.01
H -1.715 -4.657 0.133 -0.02
H 6.508 -1.444 1.290 0.05
O 1.500 6.156 3.236 -0.04
O 1.221 3.665 1.918 -0.04
H -3.008 2.493 -1.546 -0.01
H -3.023 3.359 1.205 0.01
O -1.300 -0.633 -6.322 -0.03
H 1.162 -6.054 -0.349 0.01
O -1.312 1.563 1.115 -0.06
H -0.152 -0.148 4.136 0.07
O -3.944 3.242 1.474 -0.06
O -1.573 3.547 3.045 -0.07
H 1.779 1.960 4.118 0.02
H -2.971 1.766 3.580 0.01
O 4.393 2.414 -4.862 -0.06
H -3.846 3.449 2.406 0.02
H -4.239 2.275 -0.622 0.02
H 1.416 0.309 -5.043 0.02
H 1.965 5.316 3.323 0.03
O 2.032 0.026 1.263 -0.04
O 0.253 0.121 3.306 -0.04
H 0.150 -0.883 1.620 -0.02
H -2.063 -0.042 -6.254 0.07
H 1.360 1.599 -0.672 -0.02
H 3.313 -2.305 1.017 0.01
H -0.545 0.655 -0.874 0.01
O -0.149 -5.047 1.883 -0.02
H 4.173 3.102 -0.502 0.03
H -4.895 -3.329 -0.437 0.02
O -1.267 0.053 -0.803 -0.05
O -0.572 -2.779 -1.120 -0.05
H -1.977 -2.289 0.334 -0.04
H -0.196 0.390 -5.604 -0.02
H 4.625 -1.864 3.542 0.03
O -0.609 -1.389 1.357 -0.08
O -4.038 -1.963 -3.251 -0.03
H -1.574 6.290 -0.829 0.01
H -0.717 -1.848 -1.357 0.03
O 2.662 0.545 -2.187 -0.06
H -1.311 0.699 1.543 0.01
O -2.136 -5.029 -0.640 -0.06
O 0.390 -5.079 -3.643 -0.08
O -2.364 6.186 -1.362 -0.04
O 2.601 -2.027 -1.712 -0.07
H 5.852 -2.690 0.625 0.05
H 0.944 -4.272 3.785 0.03
H 5.112 2.320 0.581 0.02
O 1.288 -3.421 4.089 -0.05
O 0.950 2.171 -1.326 -0.07
H -3.003 5.782 -0.767 0.05
H 3.586 -2.342 4.558 0.05
H 1.665 1.990 -1.997 0.04
H 0.043 -1.972 -2.830 0.01
H 2.261 -0.307 -2.408 0.01
H 0.388 -5.310 1.126 0.01
H -0.729 -0.985 0.460 0.00
O 5.731 -2.005 1.285 -0.04
H -0.103 -3.025 -0.315 0.06
O -3.533 1.819 -1.093 -0.06
H -1.126 3.235 3.863 0.02
H 1.437 6.365 2.307 0.00
H 2.732 -2.790 -1.137 0.03
H -0.982 -5.519 1.768 0.06
O 2.106 -6.021 -0.365 -0.03
O -2.222 3.817 -2.588 -0.05
H -1.299 3.658 -2.377 0.04
H -1.364 2.251 1.800 0.00
O -1.700 -3.672 -3.511 -0.06
H 1.408 5.713 0.347 0.04
O 4.446 2.990 0.406 -0.05
H -3.986 0.668 3.329 0.03
```


(3)
This record from OMol25 describes one molecule with the formula C19H32N2O5. The level of theory is the ωB97M-V functional and the def2-TZVPD basis.

Properties
gap between HOMO and LUMO: 9.96 eV
charge: 0
HOMO level: -9.3 eV
relative energy (zero: lowest compared OMol25 entry of this formula, charge and spin): 90.2 kcal/mol
E_tot: -1228.8707 Ha
SMILES: CCO[C@H]1CC[C@@H]1C(=O)N[C@@H]1C[C@H](C(=O)NC2(CCOC)CC2)C[C@H]1O

```
58
Properties=species:S:1:pos:R:3:lowdin_charge:R:1
H -4.253 -1.135 -3.268 0.11
H -2.949 -3.067 -2.338 0.11
C -0.097 1.575 -1.884 -0.07
H 0.764 1.324 -2.508 0.08
C 0.899 2.947 4.190 -0.06
C -0.475 2.358 2.049 -0.08
C -3.233 -1.295 -3.618 -0.09
H -2.211 1.926 -2.102 0.12
C -2.904 -0.348 1.530 -0.11
H -0.215 0.808 -1.119 0.05
H -0.197 2.232 1.000 0.11
H 1.446 2.459 4.984 0.10
C -1.528 1.312 2.402 -0.22
H -1.228 2.537 -3.432 0.12
O 3.841 -2.080 -1.636 -0.01
H -1.107 0.553 3.080 0.12
C 1.099 -1.517 0.796 -0.06
H 1.834 -3.184 -0.360 0.16
N 0.797 -1.924 -1.665 0.12
C 3.542 -1.218 0.665 -0.08
O -1.612 0.574 -3.550 -0.10
H -0.590 -1.802 -3.811 0.15
H -3.174 -1.072 -4.682 0.12
H 1.203 -1.482 -2.473 0.14
O -1.074 -2.779 -0.737 0.07
H -3.265 -0.761 0.591 0.08
C -1.341 1.706 -2.735 -0.25
H 4.028 -2.140 1.001 0.13
C 1.644 -2.111 -0.512 -0.25
H 4.287 -0.426 0.682 0.13
H 0.119 2.512 -1.369 0.08
H 2.734 3.260 2.968 0.11
C -1.254 -1.867 -2.949 -0.15
H -3.762 0.041 2.095 0.09
C -0.519 -2.249 -1.687 -0.44
O -1.983 0.673 1.227 -0.20
H -2.373 -0.300 -1.852 0.15
H 0.351 -0.755 0.567 0.11
H 2.441 -1.326 2.531 0.14
H 3.639 -3.020 -1.627 0.09
H 2.780 -0.420 -1.159 0.15
H 0.048 3.519 4.532 0.10
H 1.117 0.237 3.402 0.14
H 0.590 -2.275 1.386 0.12
C -2.548 -2.636 -3.250 -0.11
H -2.497 -3.399 -4.023 0.11
H -0.883 3.366 2.151 0.13
C 2.977 -1.410 -0.734 -0.34
C 2.322 -0.902 1.531 -0.20
H -2.433 -1.152 2.109 0.09
C -2.106 -0.560 -2.877 -0.29
N 1.426 0.966 2.779 0.14
H 1.358 4.340 2.506 0.11
C 1.670 3.431 2.998 -0.06
C 2.078 0.585 1.641 -0.45
H -2.380 1.767 2.927 0.13
O 2.378 1.364 0.757 0.09
C 0.776 2.237 2.879 -0.47
```


(4)
This record from OMol25 describes a 2-piece molecular cluster, C5H13NO2 overall at a distorted geometry. The level of theory is the ωB97M-V functional and the def2-TZVPD basis.

Properties
gap between HOMO and LUMO: 10.03 eV
charge: 0
HOMO level: -9.4 eV
relative energy (zero: lowest compared OMol25 entry of this formula, charge and spin): 44.1 kcal/mol
E_tot: -403.5063 Ha
SMILES: CCC[C@H](N)C=O.O

```
21
Properties=species:S:1:pos:R:3:lowdin_charge:R:1
H 1.939 1.807 -0.584 0.07
H -3.360 -0.103 -0.117 0.06
H -3.797 -1.014 1.361 0.07
H 5.309 0.007 -0.513 0.03
O 1.768 -0.829 -1.381 0.06
H -0.941 -1.504 0.838 0.09
H -1.092 1.426 1.373 0.11
N 0.943 1.790 -0.442 0.05
C 0.465 0.511 0.165 -0.36
H -1.621 1.107 -0.243 0.10
C -0.991 0.716 0.559 -0.17
H 0.434 1.949 -1.313 0.08
O 4.762 -0.049 -1.310 -0.09
H 1.094 0.400 1.050 0.15
C 0.711 -0.573 -0.874 -0.21
H -1.501 -0.631 2.116 0.11
C -3.044 -0.869 0.585 -0.11
C -1.599 -0.658 1.017 -0.26
H 3.917 -0.538 -1.233 0.01
H -0.226 -1.108 -1.133 0.13
H -3.169 -1.837 0.079 0.07
```